Computed, not measured: a cluster of 2 separate species, C7H14O in total at a distorted geometry, with wB97M-V/def2-TZVPD.

Summary:
Net charge   0
E_HOMO   -8.303 eV
LUMO level   0.809 eV
SMILES string   C=C(C)/C(C)=C/C.O
E   -350.291722 Eh

XYZ file:
```
22
C7H14O, DFT wB97M-V/def2-TZVPD
C 1.1538 1.4863 1.8052
C 0.0171 0.9530 0.9696
C -1.0946 1.6859 0.9214
C -0.8337 -1.0220 -0.2018
C 0.2071 -0.2695 0.1359
C 1.6206 -0.8041 0.1233
C -0.8179 -2.3573 -0.8482
H 1.5452 0.7147 2.4611
H 1.9498 1.9441 1.2421
H 0.8245 2.2891 2.4688
H -2.0272 1.3533 0.4548
H -1.3561 2.4033 1.7043
H -1.8608 -0.7551 0.0296
H 1.8361 -1.3032 -0.8244
H 2.4340 -0.0773 0.2294
H 1.8981 -1.5171 0.9091
H -1.5978 -2.9695 -0.4000
H -1.2196 -2.4129 -1.8787
H 0.1139 -2.9239 -0.8064
H -0.3550 0.6918 -2.9170
H -1.1480 1.9027 -2.6862
O -1.2895 0.9879 -2.8918
```

Computed, not measured: a cluster of 2 separate species, C7H14O in total at a distorted geometry, with wB97M-V/def2-TZVPD.

Summary:
Net charge   0
E_HOMO   -8.292 eV
LUMO level   0.696 eV
SMILES string   C=C(/C=C/C)CC.O
E   -350.255917 Eh

XYZ file:
```
22
C7H14O, DFT wB97M-V/def2-TZVPD
C 0.0700 -2.0560 -1.2555
C -1.1820 -1.2139 -0.9157
C -1.0028 0.2495 -0.6685
C -1.9602 1.1660 -0.7708
C 1.9343 2.2594 0.4976
C 0.7800 1.7787 -0.3175
C 0.3177 0.5564 -0.3041
H 0.7017 -1.5157 -1.9709
H -0.0486 -3.1581 -1.3845
H 0.7569 -2.0279 -0.4674
H -1.9066 -1.4089 -1.6957
H -1.7099 -1.6470 -0.0681
H -2.9174 0.9770 -1.1952
H -1.9154 2.2874 -0.5261
H 2.7324 1.4633 0.6670
H 2.1615 3.2553 0.0203
H 1.6657 2.3694 1.5873
H 0.4045 2.4831 -1.1026
H 0.7296 -0.2078 0.4061
H -0.3110 -2.2570 2.7490
H 1.2570 -2.4204 2.5905
O 0.5822 -1.8291 2.8496
```

Computed, not measured: a structure of composition C7H14O at a distorted geometry, with wB97M-V/def2-TZVPD.

Summary:
Net charge   0
E_HOMO   -7.946 eV
LUMO level   0.909 eV
E   -350.257517 Eh

XYZ file:
```
22
C7H14O, DFT wB97M-V/def2-TZVPD
C 0.1045 0.5693 -0.3578
C 0.6967 -0.2323 0.6716
C -2.7985 -0.0596 0.0223
C -0.1462 0.2067 -1.7963
C 1.5277 0.4952 1.6978
C 1.8972 -1.2616 -0.4008
C -1.6555 0.8024 0.5285
O -1.8224 1.5989 1.4137
H 0.4270 1.6104 -0.3000
H 0.0846 -1.0121 1.1237
H -2.5315 -1.1150 0.0927
H -3.7188 0.1480 0.5724
H -2.9676 0.1674 -1.0312
H -0.4675 -0.8267 -1.9081
H 0.7383 0.4069 -2.4011
H -0.9233 0.8471 -2.2139
H 0.8739 1.0652 2.3599
H 2.2087 1.1942 1.2138
H 2.1084 -0.2080 2.2937
H 2.5718 -1.6591 0.3517
H 2.4739 -0.6648 -1.1010
H 1.3188 -2.0723 -0.8317
```

Computed, not measured: a cluster of 2 separate species, C7H14O3Si in total at a distorted geometry, with wB97M-V/def2-TZVPD.

Summary:
Net charge   0
E_HOMO (alpha / beta)   -6.867 / -6.717 eV
LUMO level (alpha / beta)   -0.032 / -0.028 eV
E   -790.340772 Eh

XYZ file:
```
25
C7H14O3Si, DFT wB97M-V/def2-TZVPD
C 1.4919 1.4570 0.5467
C 0.7711 0.4492 1.1665
C 1.8607 1.4997 -0.8574
C 1.0750 0.3696 -1.5497
C 1.1053 -0.9656 -0.7655
C 0.4079 -0.8050 0.5324
C 0.2216 -1.9963 1.3693
O -3.3217 -0.4775 1.1334
O -3.0124 0.0365 -1.4459
O -2.1989 1.7756 0.6504
Si -2.3859 0.2534 0.0811
H 1.7262 2.2739 1.2868
H 0.2306 0.5445 2.1232
H 1.5339 2.4685 -1.2514
H 2.8897 1.3324 -1.0461
H 0.1352 0.7874 -1.7562
H 1.4175 0.2877 -2.6119
H 0.6977 -1.9339 -1.3607
H 2.0822 -1.2342 -0.4710
H 0.2876 -2.8336 0.7869
H -0.6306 -1.9980 2.0097
H 1.1239 -2.1060 2.1290
H -3.6240 -1.3392 0.8721
H -2.6977 0.2135 -2.2651
H -1.1869 1.9406 0.6933
```

Computed, not measured: a cluster of 2 separate species, C7H14O5S in total at a distorted geometry, with wB97M-V/def2-TZVPD.

Summary:
Net charge   0
E_HOMO (alpha / beta)   -7.987 / -6.759 eV
LUMO level (alpha / beta)   0.242 / -0.033 eV
E   -1049.299610 Eh

XYZ file:
```
27
C7H14O5S, DFT wB97M-V/def2-TZVPD
C -0.9290 0.4347 0.5719
C -1.7140 -0.6666 1.2385
C -1.4260 -1.6303 0.0290
C -0.6297 -0.5176 -0.5414
C 2.8896 1.5716 -0.7049
C -1.7495 1.6892 0.1827
C 3.2801 -1.0764 0.1969
O -1.0946 -1.1452 2.4047
O -2.4280 -2.2380 -0.6325
O 0.4001 -0.2720 -1.4391
O -2.9387 1.1608 -0.4778
O 2.5521 -1.8436 -0.6082
S 2.8308 0.5002 0.7698
H -0.0271 0.7199 1.1613
H -2.7484 -0.4788 1.3752
H -0.7400 -2.3036 0.5321
H 3.8731 1.5899 -1.2103
H 2.7873 2.6379 -0.3692
H 2.1503 1.0397 -1.4678
H -1.1033 2.3178 -0.4823
H -2.1074 2.1644 1.1391
H 4.0047 -1.6440 0.8068
H -0.3978 -0.6357 2.6019
H -2.9688 -1.5992 -1.0972
H 0.0689 -0.3002 -2.3581
H -3.5654 1.8922 -0.6398
H 1.7306 -1.3673 -0.9812
```

Computed, not measured: a structure of composition C7H14S at a distorted geometry, with wB97M-V/def2-TZVPD.

Summary:
Net charge   0
E_HOMO (alpha / beta)   -6.994 / -6.421 eV
LUMO level (alpha / beta)   -0.146 / -0.499 eV
E   -673.003413 Eh

XYZ file:
```
22
C7H14S, DFT wB97M-V/def2-TZVPD
C 1.6633 0.7370 0.0607
C 0.0967 -1.2570 -0.4992
C 0.6402 -1.3357 0.9332
C 1.3335 0.0229 1.2996
C -1.3312 -1.8647 -0.6312
C 0.4009 0.7931 2.2183
C -1.2566 1.7139 -2.2375
S 0.3586 0.3709 -1.0868
H 2.1137 1.7966 -0.0807
H -0.1348 -1.5640 1.6555
H 1.4468 -2.0559 0.8509
H 2.2346 -0.2736 1.8663
H -2.0888 -1.3473 -0.0691
H -1.4506 -2.9048 -0.3177
H -1.5788 -1.7918 -1.7661
H -0.5597 0.7993 1.8039
H 0.8073 1.7496 2.3671
H 0.4252 0.4945 3.3009
H -2.1398 1.1602 -2.6496
H -1.4597 2.7578 -1.7785
H -0.4583 1.7071 -2.9643
H 0.9376 0.2919 -2.2757
```

Computed, not measured: the molecule C7H15BClO8PS2 at a distorted geometry, with wB97M-V/def2-TZVPD.

Summary:
Net charge   0
E_HOMO   -9.276 eV
LUMO level   0.233 eV
SMILES string   CB(O)[C@](CCCCS(=O)(=O)O)(OC(=O)Cl)P(O)(O)=S
E   -2500.563567 Eh

XYZ file:
```
35
C7H15BClO8PS2, DFT wB97M-V/def2-TZVPD
C 1.2497 1.8860 1.1451
B 1.6154 0.3671 1.1236
O 2.0819 -0.1774 2.2926
C 1.4784 -0.6675 -0.1191
C 0.2362 -1.5872 0.0030
C -0.6890 -1.3862 1.2055
C -1.6183 -0.1681 1.1125
C -2.8166 -0.4653 0.2069
S -3.3670 0.9386 -0.7452
O -2.5782 2.1047 -0.4790
O -3.5463 0.5255 -2.1040
O -4.7946 1.1590 -0.0580
O 2.6241 -1.5977 -0.0155
C 3.7963 -1.2997 -0.5887
O 4.3740 -0.2693 -0.4903
Cl 4.4752 -2.6885 -1.3827
P 1.4015 0.1684 -1.7706
O 2.4291 1.3848 -1.7251
O 0.0034 0.9673 -1.6996
S 1.5514 -1.0334 -3.2526
H 2.2057 2.4225 1.1626
H 0.6677 2.2608 0.3038
H 0.7163 2.1513 2.0607
H 2.8575 -0.7387 2.1888
H -0.3586 -1.5432 -0.9142
H 0.6240 -2.6051 0.0302
H -1.3257 -2.2773 1.2444
H -0.1497 -1.3853 2.1520
H -1.9740 0.0593 2.1182
H -1.0905 0.7212 0.7701
H -2.6286 -1.2639 -0.5091
H -3.6776 -0.7551 0.8068
H -5.0752 2.0651 -0.2623
H 1.9911 2.2399 -1.6344
H -0.6890 0.4876 -2.1765
```

Computed, not measured: a structure of composition C7H15Br2N4O at a distorted geometry, with wB97M-V/def2-TZVPD.

Summary:
Net charge   +1
E_HOMO   -13.200 eV
LUMO level   -3.276 eV
E   -5717.680565 Eh

XYZ file:
```
29
C7H15Br2N4O, DFT wB97M-V/def2-TZVPD
C -3.2508 2.5205 -0.0256
C -2.8292 0.9848 -0.0840
O -3.7647 0.1354 -0.7921
C -3.1799 -1.1281 -1.1692
N -2.1466 -1.6340 -0.2316
C -0.8165 -1.6323 -0.4763
N 0.1709 -2.1233 0.4493
C 1.4094 -1.8723 -0.2272
N 1.1030 -1.2642 -1.4796
N -0.2329 -1.0967 -1.6689
H -3.9900 2.7568 0.8072
H -2.2849 3.1071 0.1864
H -3.6222 2.8267 -1.0524
H -2.6829 0.6384 1.0029
H -1.8360 0.9339 -0.6665
H -2.7545 -1.1428 -2.2238
H -4.0427 -1.8845 -1.1278
H -2.4316 -2.0351 0.6756
H 2.4626 -2.1187 0.1850
H 1.7420 -0.9238 -2.2110
H -0.6762 -0.6662 -2.4867
Br 4.1358 -1.1349 0.3019
C 4.8120 0.4866 1.1523
C 3.8464 0.9994 2.1904
Br 2.3317 1.9017 1.3599
H 5.0109 1.2025 0.3559
H 5.7553 0.1930 1.6146
H 4.3222 1.7561 2.8152
H 3.4395 0.2139 2.8260
```

Computed, not measured: a structure of composition C7H15ClI2LaN2OPS at a distorted geometry, with wB97M-V/def2-TZVPD.

Summary:
Net charge   +2
E_HOMO (alpha / beta)   -16.053 / -15.993 eV
LUMO level (alpha / beta)   -10.291 / -10.121 eV
E   -2286.700969 Eh

XYZ file:
```
31
C7H15ClI2LaN2OPS, DFT wB97M-V/def2-TZVPD
I 2.1623 2.0095 1.0794
I 0.2041 -1.0566 2.0925
La -0.0618 0.6226 -0.8016
P 2.6339 -1.0581 -0.3033
C 3.4806 -1.3633 1.2997
C 2.3142 -2.7809 -0.8229
H 3.7109 -0.4199 -2.3411
H 4.7739 -1.5256 -1.4011
H 4.5823 0.2011 -0.9134
C 4.0851 -0.6730 -1.3435
H 1.7184 -2.7419 -1.7440
H 3.2569 -3.3183 -1.0030
H 4.3213 -2.0564 1.1695
H 2.7544 -1.7811 2.0073
H 1.7279 -3.2692 -0.0377
H 3.8134 -0.4039 1.7052
C 1.0682 1.1490 3.7593
O 0.7606 1.6523 4.7451
Cl -0.4391 0.6704 -3.3498
S -1.3130 2.8005 0.3074
C -2.7396 1.9392 -0.0553
N -3.0128 1.1566 -1.1689
C -4.4445 0.7952 -1.2124
C -4.8792 1.0656 0.2300
N -3.7803 1.8485 0.7830
H -2.5511 1.2720 -2.0775
H -4.6136 -0.2526 -1.5153
H -4.9775 1.4619 -1.9116
H -5.0264 0.1286 0.7867
H -5.7851 1.6673 0.3225
H -3.7445 2.2604 1.7146
```

Question: Which of these has the lowest E?
Answer: C7H15Br2N4O

Question: Look up the E of the first one.
Answer: -350.291722 Eh

Question: The highest net charge belongs to which entry?
Answer: C7H15ClI2LaN2OPS

Question: What is the net charge in the sixth record?
Answer: 0